ORCA calculation (ωB97M-V/def2-TZVPD) on a cluster of 7 separate species, C43H34O28 in total.

Properties
- electronic energy (eV) = -102463.8689
- E_LUMO (eV) = -2.2
- relative energy (zero: lowest compared OMol25 entry of this formula, charge and spin) (eV) = 5.855
- HOMO energy (eV) = -9.722
- 2S+1 = 1
- SMILES = O=C(O)CC[C@H]1CCOC1=O.O=C1C=C(O)C(=O)C=C1O.O=C1C=C(O)C(=O)C=C1O.O=C1C=C(O)C(=O)C=C1O.O=C1C=C(O)C(=O)C=C1O.O=C1C=C(O)C(=O)C=C1O.O=C1C=C(O)C(=O)C=C1O

CARTESIAN COORDINATES (ANGSTROEM)
O1 1.463 -3.609 4.492
C1 1.017 -4.158 3.347
O2 0.093 -3.405 2.447
C2 1.588 -5.682 2.962
C3 2.694 -5.466 1.770
C4 2.805 -6.694 0.692
C5 1.471 -7.241 -0.088
C6 1.694 -6.981 -1.717
O3 2.905 -6.174 -1.946
C7 3.495 -5.928 -0.618
O4 4.518 -5.067 -0.629
H1 0.347 -3.581 1.473
H2 0.729 -6.436 2.701
H3 2.166 -6.100 3.901
H4 2.463 -4.436 1.214
H5 3.745 -5.327 2.316
H6 3.403 -7.666 0.954
H7 1.465 -8.433 -0.068
H8 0.404 -6.892 0.242
H9 0.824 -6.403 -2.246
H10 1.860 -7.946 -2.387
O5 1.365 2.546 1.208
C8 1.612 1.975 2.264
C9 2.263 2.659 3.393
C10 2.533 2.003 4.524
O6 3.142 2.640 5.589
C11 2.192 0.563 4.683
O7 2.470 -0.017 5.727
C12 1.520 -0.114 3.564
C13 1.246 0.542 2.435
O8 0.612 -0.088 1.379
H11 2.508 3.705 3.263
H12 3.231 1.955 6.287
H13 1.261 -1.157 3.700
H14 0.529 0.596 0.680
O9 5.757 2.557 -3.014
C14 5.030 3.430 -2.553
C15 5.393 4.855 -2.591
C16 4.586 5.779 -2.065
O10 4.920 7.120 -2.100
C17 3.298 5.404 -1.421
O11 2.586 6.273 -0.930
C18 2.923 3.981 -1.404
C19 3.728 3.058 -1.933
O12 3.382 1.719 -1.923
H15 6.333 5.113 -3.061
H16 4.177 7.585 -1.656
H17 1.975 3.724 -0.948
H18 4.127 1.253 -2.362
O13 -1.099 -6.859 2.055
C20 -2.283 -6.646 2.290
C21 -2.721 -5.739 3.363
C22 -4.018 -5.542 3.604
O14 -4.436 -4.689 4.608
C23 -5.066 -6.233 2.803
O15 -6.251 -6.046 3.060
C24 -4.630 -7.121 1.715
C25 -3.332 -7.315 1.472
O16 -2.914 -8.147 0.449
H19 -1.948 -5.245 3.938
H20 -5.417 -4.718 4.584
H21 -5.403 -7.603 1.129
H22 -1.933 -8.122 0.478
O17 -2.471 4.096 -5.012
C26 -2.224 3.525 -3.956
C27 -1.573 4.208 -2.827
C28 -1.303 3.553 -1.697
O18 -0.694 4.190 -0.631
C29 -1.644 2.113 -1.537
O19 -1.367 1.533 -0.493
C30 -2.317 1.435 -2.657
C31 -2.590 2.091 -3.786
O20 -3.224 1.462 -4.841
H23 -1.328 5.255 -2.958
H24 -0.605 3.505 0.066
H25 -2.575 0.393 -2.520
H26 -3.308 2.146 -5.541
O21 -3.879 2.834 7.246
C32 -3.129 1.889 7.025
C33 -1.692 1.937 7.338
C34 -0.900 0.897 7.069
O22 0.450 0.934 7.363
C35 -1.437 -0.342 6.444
O23 -0.681 -1.275 6.192
C36 -2.878 -0.400 6.153
C37 -3.671 0.639 6.425
O24 -5.027 0.591 6.157
H27 -1.315 2.845 7.790
H28 0.804 0.065 7.073
H29 -3.258 -1.314 5.715
H30 -5.379 1.462 6.441
O25 -0.964 5.427 -11.962
C38 -1.026 5.665 -10.761
C39 -1.714 4.769 -9.818
C40 -1.778 5.065 -8.518
O26 -2.421 4.226 -7.626
C41 -1.163 6.308 -7.977
O27 -1.254 6.562 -6.781
C42 -0.454 7.192 -8.915
C43 -0.386 6.894 -10.214
O28 0.280 7.718 -11.102
H31 -2.159 3.870 -10.225
H32 -2.332 4.660 -6.750
H33 0.005 8.083 -8.505
H34 0.186 7.288 -11.979



ORCA calculation (ωB97M-V/def2-TZVPD) on a structure of composition C43H35BrCdF3I2N5O2S.

Properties
- charge = -2
- electronic energy (eV) = -166502.4382
- E_LUMO (eV) = 3.6
- relative energy (zero: lowest compared OMol25 entry of this formula, charge and spin) (eV) = 1.417
- HOMO energy (eV) = -1.360
- 2S+1 = 1

CARTESIAN COORDINATES (ANGSTROEM)
Cd1 -0.070 0.019 -0.299
F1 -0.181 -5.465 0.740
C1 -0.157 -4.522 -0.242
C2 -0.125 -3.191 0.094
C3 -0.103 -2.192 -0.892
C4 -0.108 -2.622 -2.238
C5 -0.136 -3.985 -2.513
F2 -0.097 -4.434 -3.803
C6 -0.162 -4.966 -1.546
C7 0.007 -1.627 -3.355
C8 -0.630 -1.784 -4.592
C9 -0.446 -0.830 -5.578
C10 0.382 0.255 -5.330
C11 0.961 0.342 -4.074
N1 0.767 -0.556 -3.111
H1 -0.136 -2.933 1.148
H2 -0.166 -6.016 -1.805
H3 -1.278 -2.634 -4.764
H4 -0.946 -0.936 -6.535
H5 0.569 1.015 -6.080
H6 1.606 1.178 -3.818
I1 5.248 -1.540 -2.188
C12 4.469 -1.804 -0.267
C13 5.225 -2.468 0.701
C14 4.752 -2.612 1.986
I2 5.960 -3.631 3.369
C15 3.485 -2.085 2.360
C16 2.914 -2.157 3.651
C17 1.691 -1.598 3.899
C18 1.003 -0.955 2.855
N2 1.500 -0.883 1.643
C19 2.714 -1.420 1.370
C20 3.178 -1.246 -0.024
O1 2.491 -0.613 -0.847
H7 6.196 -2.865 0.438
H8 3.458 -2.659 4.442
H9 1.249 -1.644 4.888
H10 0.042 -0.470 3.005
F3 -6.799 -1.572 -0.246
C21 -5.632 -0.935 -0.575
C22 -5.258 0.191 0.123
C23 -4.061 0.821 -0.200
C24 -3.209 0.355 -1.219
C25 -1.914 0.989 -1.479
C26 -3.648 -0.795 -1.898
C27 -4.845 -1.440 -1.583
H11 -5.887 0.558 0.927
H12 -3.747 1.688 0.376
H13 -1.876 2.021 -1.118
H14 -1.559 0.855 -2.503
H15 -3.019 -1.205 -2.681
H16 -5.155 -2.337 -2.111
C28 -0.274 3.787 1.358
C29 -0.339 2.534 2.249
C30 0.954 2.462 3.078
C31 -1.501 2.738 3.235
O2 -0.565 1.383 1.523
H17 -0.252 4.711 1.953
H18 -1.154 3.802 0.704
H19 0.619 3.761 0.733
H20 1.116 3.380 3.663
H21 1.815 2.313 2.421
H22 0.901 1.614 3.770
H23 -1.396 3.664 3.819
H24 -1.550 1.892 3.932
H25 -2.446 2.775 2.678
N3 -0.129 3.173 -2.970
C32 1.074 3.251 -2.319
N4 1.458 2.448 -1.392
C33 2.743 2.797 -0.944
C34 3.403 2.224 0.137
C35 4.669 2.672 0.473
C36 5.283 3.704 -0.244
C37 4.617 4.325 -1.289
C38 3.346 3.865 -1.618
S1 2.244 4.475 -2.821
H26 -0.814 2.552 -2.551
H27 -0.487 4.011 -3.385
H28 2.899 1.448 0.693
H29 5.191 2.209 1.303
H30 6.279 4.035 0.029
H31 5.073 5.148 -1.830
Br1 -4.570 0.819 4.227
C39 -3.967 -0.532 3.027
C40 -4.758 -1.645 2.823
C41 -4.316 -2.592 1.915
C42 -3.104 -2.379 1.273
N5 -2.342 -1.309 1.485
C43 -2.770 -0.369 2.346
H32 -5.699 -1.757 3.347
H33 -4.908 -3.472 1.693
H34 -2.726 -3.093 0.545
H35 -2.135 0.514 2.433



ORCA calculation (ωB97M-V/def2-TZVPD) on a structure of composition C43H35GeN2O3RhS3.

Properties
- charge = -2
- electronic energy (eV) = -146306.1450
- E_LUMO (alpha / beta) (eV) = 3.9 / 3.9
- relative energy (zero: lowest compared OMol25 entry of this formula, charge and spin) (eV) = 0.208
- HOMO energy (alpha / beta) (eV) = 0.708 / -1.347
- <S²> = 6.051
- 2S+1 = 5

CARTESIAN COORDINATES (ANGSTROEM)
Rh1 0.883 0.868 0.944
S1 0.966 0.786 3.208
C1 2.642 0.800 3.671
C2 2.941 0.795 5.043
C3 4.241 0.793 5.502
C4 5.293 0.796 4.582
C5 5.022 0.804 3.231
C6 3.702 0.805 2.733
S2 3.471 0.803 1.023
H1 2.110 0.790 5.740
H2 4.437 0.791 6.569
H3 6.321 0.793 4.931
H4 5.829 0.810 2.508
O1 0.675 0.995 -1.122
N1 0.642 2.222 -1.653
N2 0.774 3.185 -0.757
O2 0.920 2.952 0.568
C7 0.762 4.488 -1.172
C8 0.801 5.529 -0.214
C9 0.802 6.845 -0.624
C10 0.771 7.179 -1.984
C11 0.741 6.151 -2.929
C12 0.732 4.824 -2.550
H5 0.839 5.255 0.829
H6 0.833 7.634 0.120
H7 0.768 8.217 -2.299
H8 0.733 6.402 -3.986
H9 0.721 4.027 -3.279
O3 -1.617 1.340 0.981
S3 -2.360 0.112 0.636
C13 -2.718 -0.718 2.199
C14 -2.667 -0.022 3.395
C15 -2.962 -0.676 4.578
C16 -3.303 -2.025 4.570
C17 -3.318 -2.725 3.370
C18 -3.018 -2.074 2.185
C19 -4.053 0.703 0.367
C20 -5.110 -0.171 0.137
C21 -6.354 0.330 -0.201
C22 -6.546 1.701 -0.332
C23 -5.485 2.569 -0.102
C24 -4.241 2.072 0.249
H10 -2.366 1.020 3.383
H11 -2.912 -0.142 5.519
H12 -3.531 -2.535 5.498
H13 -3.543 -3.785 3.364
H14 -2.999 -2.613 1.244
H15 -4.951 -1.239 0.237
H16 -7.181 -0.348 -0.379
H17 -7.520 2.089 -0.604
H18 -5.628 3.634 -0.228
H19 -3.397 2.725 0.436
C25 0.621 -1.068 0.686
Ge1 0.880 -1.736 -1.103
C26 2.719 -1.305 -1.729
C27 3.748 -1.861 -0.966
C28 5.076 -1.535 -1.187
C29 5.408 -0.623 -2.178
C30 4.400 -0.050 -2.939
C31 3.072 -0.387 -2.713
C32 -0.581 -1.404 -2.427
C33 -1.829 -1.980 -2.196
C34 -2.929 -1.698 -2.996
C35 -2.800 -0.816 -4.058
C36 -1.559 -0.255 -4.324
C37 -0.467 -0.552 -3.522
C38 0.903 -3.755 -1.051
C39 -0.108 -4.453 -0.389
C40 -0.155 -5.841 -0.378
C41 0.838 -6.572 -1.015
C42 1.875 -5.901 -1.649
C43 1.898 -4.512 -1.670
H20 0.760 -1.797 1.485
H21 3.497 -2.545 -0.162
H22 5.852 -1.968 -0.566
H23 6.442 -0.341 -2.339
H24 4.646 0.680 -3.702
H25 2.306 0.111 -3.289
H26 -1.952 -2.666 -1.365
H27 -3.889 -2.153 -2.779
H28 -3.652 -0.568 -4.680
H29 -1.445 0.431 -5.156
H30 0.477 -0.077 -3.736
H31 -0.869 -3.894 0.147
H32 -0.964 -6.353 0.132
H33 0.806 -7.655 -1.016
H34 2.670 -6.461 -2.128
H35 2.709 -4.001 -2.177



ORCA calculation (ωB97M-V/def2-TZVPD) on a structure of composition C43H36Br2ClN4O4PtSb.

Properties
- charge = +2
- electronic energy (eV) = -221699.4379
- E_LUMO (alpha / beta) (eV) = -6.0 / -8.6
- HOMO energy (alpha / beta) (eV) = -11.524 / -12.105
- <S²> = 6.039
- 2S+1 = 5

CARTESIAN COORDINATES (ANGSTROEM)
Pt1 -1.147 -0.511 0.229
C1 -1.695 1.465 3.268
O1 -1.548 1.525 1.857
C2 -2.197 2.518 1.194
C3 -2.895 3.544 1.790
C4 -3.522 4.517 1.004
Br1 -4.450 5.941 1.847
C5 -3.485 4.457 -0.374
C6 -2.794 3.424 -1.018
C7 -2.108 2.429 -0.241
O2 -1.428 1.496 -0.796
C8 -2.773 3.327 -2.450
N1 -2.179 2.329 -3.129
C9 -2.351 2.518 -4.479
C10 -1.948 1.789 -5.589
C11 -2.312 2.284 -6.827
C12 -3.044 3.465 -6.967
C13 -3.443 4.202 -5.869
C14 -3.090 3.709 -4.622
N2 -3.328 4.172 -3.344
H1 -2.746 1.347 3.549
H2 -1.284 2.361 3.742
H3 -1.135 0.591 3.602
H4 -2.981 3.622 2.860
H5 -4.005 5.212 -0.944
H6 -1.701 1.581 -2.629
H7 -1.384 0.875 -5.482
H8 -2.026 1.744 -7.715
H9 -3.307 3.804 -7.956
H10 -3.999 5.117 -5.976
H11 -3.846 5.013 -3.142
Cl1 -2.057 -4.435 2.406
C15 -2.503 -2.986 3.339
C16 -2.064 -1.843 2.437
O3 -2.887 -1.281 1.702
O4 -0.834 -1.557 2.408
H12 -1.953 -3.009 4.279
H13 -3.581 -2.995 3.494
Br2 -3.629 -5.014 -4.200
C17 -2.970 -3.758 -2.927
C18 -3.300 -2.415 -3.066
C19 -2.796 -1.501 -2.156
C20 -1.956 -1.913 -1.121
C21 -1.648 -3.267 -0.995
C22 -2.153 -4.195 -1.891
H14 -3.936 -2.091 -3.877
H15 -3.072 -0.460 -2.261
H16 -1.022 -3.622 -0.186
H17 -1.917 -5.244 -1.795
C23 4.681 0.209 5.987
C24 3.460 0.861 6.005
C25 2.582 0.721 4.938
C26 2.942 -0.070 3.865
C27 4.167 -0.716 3.833
C28 5.037 -0.574 4.901
Sb1 1.710 -0.439 2.095
C29 3.250 0.298 0.730
C30 3.752 1.568 0.965
C31 4.804 2.043 0.201
C32 5.331 1.261 -0.814
C33 4.810 -0.001 -1.056
C34 3.764 -0.484 -0.286
C35 1.769 -2.590 2.155
C36 1.543 -3.350 1.022
C37 1.438 -4.726 1.133
C38 1.524 -5.329 2.378
C39 1.761 -4.564 3.508
C40 1.872 -3.189 3.400
H18 5.358 0.310 6.822
H19 3.185 1.477 6.849
H20 1.627 1.227 4.957
H21 4.447 -1.330 2.986
H22 5.990 -1.083 4.881
H23 3.349 2.176 1.764
H24 5.211 3.022 0.402
H25 6.151 1.628 -1.410
H26 5.222 -0.620 -1.839
H27 3.367 -1.473 -0.474
H28 1.435 -2.866 0.061
H29 1.269 -5.330 0.253
H30 1.387 -6.395 2.469
H31 1.836 -5.035 4.477
H32 2.034 -2.590 4.286
N3 1.784 0.475 -2.960
C41 1.601 -0.842 -3.255
C42 0.948 -1.380 -2.188
N4 0.739 -0.408 -1.248
C43 1.253 0.698 -1.744
H33 2.252 1.145 -3.552
H34 1.938 -1.287 -4.167
H35 0.603 -2.384 -2.044
H36 1.238 1.657 -1.263



ORCA calculation (ωB97M-V/def2-TZVPD) on a structure of composition C43H36Br3N7O14.

Properties
- electronic energy (eV) = -294374.7898
- E_LUMO (eV) = -0.8
- relative energy (zero: lowest compared OMol25 entry of this formula, charge and spin) (eV) = 3.516
- HOMO energy (eV) = -9.847
- 2S+1 = 1

CARTESIAN COORDINATES (ANGSTROEM)
C1 -4.346 -6.403 -0.811
C2 -3.566 -5.271 -1.165
C3 -2.992 -5.269 -2.405
C4 -3.005 -6.379 -3.284
C5 -3.769 -7.505 -2.912
C6 -4.417 -7.519 -1.675
N1 -2.291 -6.409 -4.568
O1 -2.792 -7.110 -5.456
O2 -1.319 -5.699 -4.689
H1 -4.839 -6.432 0.149
H2 -3.570 -4.438 -0.479
H3 -2.518 -4.339 -2.680
H4 -3.724 -8.328 -3.610
H5 -4.980 -8.393 -1.382
C7 -5.047 -1.795 -7.311
C8 -4.756 -1.598 -8.665
C9 -3.463 -1.252 -8.954
C10 -2.477 -1.038 -7.992
C11 -2.796 -1.233 -6.664
C12 -4.056 -1.694 -6.340
N2 -1.220 -0.380 -8.337
O3 -0.373 -0.157 -7.486
O4 -1.008 -0.038 -9.507
H6 -6.053 -1.928 -6.942
H7 -5.565 -1.547 -9.378
H8 -3.332 -1.047 -10.007
H9 -1.963 -1.156 -5.981
H10 -4.282 -1.907 -5.305
C13 10.962 5.470 0.404
C14 10.904 5.363 1.790
C15 9.722 5.192 2.445
C16 8.520 5.225 1.680
C17 8.584 5.294 0.314
C18 9.829 5.310 -0.320
N3 7.225 5.166 2.392
O5 6.183 5.420 1.822
O6 7.187 4.753 3.564
H11 11.888 5.734 -0.087
H12 11.823 5.512 2.337
H13 9.667 5.052 3.515
H14 7.676 5.373 -0.266
H15 9.867 5.244 -1.397
C19 -3.052 -0.644 7.704
C20 -3.763 -0.959 6.542
C21 -3.077 -1.291 5.349
C22 -1.677 -1.311 5.329
C23 -1.004 -0.826 6.477
C24 -1.735 -0.481 7.635
N4 -0.929 -1.792 4.212
O7 -1.550 -2.118 3.168
O8 0.234 -1.899 4.371
H16 -3.518 -0.333 8.627
H17 -4.840 -1.025 6.563
H18 -3.710 -1.492 4.498
H19 0.075 -0.793 6.436
H20 -1.322 -0.176 8.586
C25 -5.463 7.647 2.809
C26 -4.329 7.537 3.560
C27 -4.184 6.598 4.578
C28 -5.253 5.659 4.788
C29 -6.435 5.716 3.948
C30 -6.496 6.696 2.913
N5 -5.078 4.625 5.797
O9 -4.335 4.856 6.749
O10 -5.795 3.650 5.837
H21 -5.456 8.470 2.110
H22 -3.532 8.263 3.499
H23 -3.295 6.682 5.186
H24 -7.161 4.966 4.225
H25 -7.336 6.645 2.236
C31 0.190 3.068 2.323
C32 -1.128 2.874 2.688
C33 -2.001 2.137 1.858
C34 -1.487 1.456 0.726
C35 -0.146 1.694 0.435
C36 0.753 2.398 1.222
N6 -2.266 0.507 -0.099
O11 -3.359 0.094 0.260
O12 -1.742 0.152 -1.167
H26 0.761 3.621 3.054
H27 -1.348 3.291 3.659
H28 -2.997 1.901 2.203
H29 0.379 1.105 -0.302
H30 1.797 2.554 0.994
C37 3.646 -3.876 -3.182
C38 2.442 -3.753 -2.508
C39 2.241 -4.417 -1.279
C40 3.186 -5.379 -0.854
C41 4.326 -5.527 -1.646
C42 4.621 -4.765 -2.738
N7 2.978 -6.216 0.367
O13 1.893 -6.200 0.905
O14 3.921 -6.931 0.773
H31 3.697 -3.377 -4.138
H32 1.829 -2.918 -2.814
H33 1.508 -4.307 -0.493
H34 4.955 -6.400 -1.554
H35 5.500 -5.039 -3.302
C43 6.885 0.181 -2.714
Br1 6.171 0.547 -0.916
Br2 8.651 0.942 -2.844
Br3 5.596 0.757 -4.197
H36 7.044 -0.892 -2.812